Entry 1:
Computed, not measured: a molecular structure, C3H5FN2S in a non-equilibrium geometry, with the ωB97M-V functional and the def2-TZVPD basis.

Geometry as XYZ:
```
12
Properties=species:S:1:pos:R:3:forces:R:3
C -0.981 -0.994 0.069 0.43 1.88 -2.50
C 0.314 1.003 -0.786 -0.51 0.67 -1.57
C 1.132 1.543 0.106 5.42 -0.35 1.75
H 0.292 -0.423 1.696 -1.71 -1.46 -0.96
H -0.603 -2.079 1.430 1.03 -0.31 1.78
H -0.976 -0.318 -1.742 -0.93 2.04 4.03
H 0.396 1.243 -1.963 0.48 -0.27 3.23
H 2.360 1.779 0.026 -4.00 -0.02 -0.63
N -0.415 -1.107 1.255 -0.22 -0.76 -0.39
N -0.883 0.299 -0.527 -0.32 -3.34 -5.64
F 1.086 1.264 1.530 -0.98 0.11 -1.75
S -1.724 -2.208 -1.095 1.30 1.81 2.65
```
Positions in Å, forces in eV/Å.

As for the orbital gap: 8.84 eV. The relative energy (zero: lowest compared OMol25 entry of this formula, charge and spin) is 4.021 eV. For the HOMO energy, the calculation gives -8.59 eV.

Atomic partial charges in e from the natural (NBO) method, atoms 1 to 8: 0.3737, -0.1050, 0.1321, 0.4657, 0.4254, 0.4223, 0.2424, 0.2165

***

Entry 2:
Computed, not measured: 2 unconnected molecules or ions with the total composition CH2ClFN2O in a non-equilibrium geometry, with the ωB97M-V functional and the def2-TZVPD basis.

Geometry as XYZ:
```
8
Properties=species:S:1:pos:R:3:forces:R:3
C -0.651 -0.699 1.231 -0.19 0.66 0.21
N -0.054 -0.840 2.257 0.07 -0.55 0.07
N 0.297 0.469 -1.986 1.47 0.64 -1.69
O -1.296 -0.620 0.262 0.00 -0.32 -0.16
F 0.134 1.853 -1.790 -0.20 -0.55 0.33
Cl 1.737 -0.006 -1.120 -1.40 0.08 -0.02
H -0.582 0.045 -1.721 0.19 -0.12 1.31
H 0.415 -0.202 2.866 0.06 0.16 -0.05
```
Positions in Å, forces in eV/Å.

As for the orbital gap: 10.49 eV. The relative energy (zero: lowest compared OMol25 entry of this formula, charge and spin) is 0.400 eV. The SMILES is N=C=O.FNCl. For the HOMO energy, the calculation gives -10.01 eV.

Now the natural (NBO) charges, all in e: 0.8776, -0.7649, -0.2291, -0.5477, -0.2470, 0.0983, 0.3801, 0.4327

***

Entry 3:
Computed, not measured: a molecular structure, C9H14ClMnNSbSe4Si in a non-equilibrium geometry, with the ωB97M-V functional and the def2-TZVPD basis.

Geometry as XYZ:
```
32
Properties=species:S:1:pos:R:3:forces:R:3
Mn -1.120 1.117 1.582 1.47 -0.75 -1.00
Se -5.954 2.325 0.708 -0.05 0.06 -0.12
Sb -4.596 0.806 1.990 -0.29 -0.16 -0.07
Se -2.669 1.972 3.068 -0.34 0.94 1.10
Se -2.735 -0.250 0.634 -1.06 -0.79 -0.56
Se -5.703 -0.659 3.546 -0.04 -0.12 0.03
C 1.841 1.713 -1.633 0.14 -0.05 -0.02
Si 0.156 0.913 -1.334 0.47 -0.08 0.16
C -1.045 2.323 -1.356 -0.33 0.36 0.04
C -0.215 -0.156 -2.825 0.02 -0.23 -0.19
N 0.051 0.079 0.163 -0.03 0.32 0.36
C 0.830 -0.973 0.556 0.14 -0.09 -0.15
C 1.893 -1.492 -0.228 -0.03 -0.10 0.08
C 2.683 -2.552 0.198 -0.14 0.10 0.04
C 2.461 -3.165 1.426 -0.13 0.18 -0.05
C 1.409 -2.684 2.204 -0.03 -0.02 0.05
C 0.613 -1.632 1.787 0.08 0.03 0.01
H 1.822 2.308 -2.554 -0.03 0.01 0.09
H 2.655 0.989 -1.728 -0.02 0.03 0.04
H 2.076 2.369 -0.789 0.00 0.01 -0.05
H -0.652 3.090 -2.033 -0.11 -0.03 -0.01
H -1.190 2.818 -0.390 0.05 0.03 0.02
H -2.034 2.012 -1.694 -0.03 0.02 -0.01
H -0.198 0.441 -3.744 -0.05 -0.01 0.06
H -1.203 -0.608 -2.712 0.02 0.01 -0.05
H 0.518 -0.960 -2.940 -0.07 0.01 0.01
H 2.100 -1.048 -1.192 0.02 0.01 -0.02
H 3.487 -2.900 -0.443 -0.01 0.02 -0.02
H 3.082 -3.984 1.765 -0.01 -0.02 0.01
H 1.195 -3.144 3.163 0.01 0.00 -0.01
H -0.211 -1.305 2.414 0.02 -0.02 0.01
Cl 0.652 2.242 2.392 0.35 0.33 0.21
```
Positions in Å, forces in eV/Å.

As for the orbital gap (spin up / spin down): 6.38 / 6.52 eV. The charge is -2. As for the spin multiplicity: 5. For the HOMO energy (spin up / spin down), the calculation gives -1.79 / -1.80 eV.

Atomic partial charges in e from the natural (NBO) method, atoms 1 to 8: 0.9263, -0.8127, 1.0751, -0.5445, -0.5019, -0.8099, -1.1338, 1.8454

***

Entry 4:
Computed, not measured: a single C5H7PS molecule in a non-equilibrium geometry, with the ωB97M-V functional and the def2-TZVPD basis.

Geometry as XYZ:
```
14
Properties=species:S:1:pos:R:3:forces:R:3
C -1.772 -0.257 -0.506 3.02 -0.97 -1.18
C -0.930 0.052 0.686 1.45 4.38 -3.73
C -1.165 -0.315 -1.722 1.20 0.22 3.35
C 0.511 0.522 0.152 -3.11 -0.07 1.12
C 1.449 -0.542 -0.119 2.16 -0.93 2.42
P 0.649 0.351 -1.610 -0.32 -0.87 -0.88
S 3.157 0.147 0.731 -1.24 -1.11 -1.81
H -2.778 -0.363 -0.304 -2.18 -0.64 -0.09
H -1.344 0.995 0.995 -0.40 0.40 1.13
H -1.650 -0.741 -2.547 -0.50 0.03 -1.44
H 0.856 1.360 0.695 0.18 0.94 0.17
H -0.671 -0.529 1.471 -0.33 -2.53 2.37
H 1.307 -1.491 0.504 -0.13 0.97 -1.84
H 2.381 0.809 1.575 0.19 0.19 0.42
```
Positions in Å, forces in eV/Å.

As for the orbital gap: 9.33 eV. The relative energy (zero: lowest compared OMol25 entry of this formula, charge and spin) is 3.013 eV. The SMILES is S[C@H]1[C@@H]2CC=CP12. For the HOMO energy, the calculation gives -8.90 eV.

Atomic partial charges in e from the natural (NBO) method, atoms 1 to 8: -0.1292, -0.4407, -0.4750, -0.5468, -0.5044, 0.7444, -0.0886, 0.2034

***

no.,E (hartree)
1,-724.7189
2,-784.0050
3,-12153.0450
4,-934.1285